A structure of composition C39H78B3ClI2N4O7 at a distorted geometry, computed with ωB97M-V/def2-TZVPD.

max |F|	3.2	eV Å⁻¹
relative energy (zero: lowest compared OMol25 entry of this formula, charge and spin)	0.0	kcal/mol
LUMO (alpha / beta)	0.1 / 0.0	eV
energy	-92754.1974	eV
expectation value of S²	6.017
HOMO level (alpha / beta)	-8.47 / -9.21	eV

Structure (ORCA input):
```
! wB97M-V def2-TZVPD RIJCOSX def2/J DEFGRID3
* xyz 0 5
C -2.6886 -4.9619 -2.9213
C -2.3480 -4.1039 -4.1945
I -3.5548 -4.9044 -5.8049
C -0.8139 -4.2013 -4.4205
I 0.0937 -2.8148 -2.9701
B -0.3056 -3.7362 -5.8705
O 0.4547 -2.5329 -6.0647
B 1.6619 -2.9807 -6.6731
O 1.5979 -3.6688 -7.9129
B 0.2149 -3.8905 -8.1092
Cl -0.6927 -3.4263 -9.5940
O -0.5137 -4.4825 -7.0545
H -2.6073 -6.0218 -3.2368
H -3.7325 -4.8239 -2.6022
H -1.9793 -4.7849 -2.0995
H -2.6925 -3.0807 -4.0009
H -0.4006 -5.2056 -4.2242
H 2.7323 -2.8035 -6.1966
C -3.3127 1.7969 -2.6113
C -3.8226 0.4074 -2.1434
C -5.3582 0.3918 -2.0075
C -5.8978 1.0054 -0.7213
C -5.1810 0.4149 0.4871
C -3.6596 0.5718 0.3868
N -3.1202 0.0257 -0.8905
O -3.1265 -1.2830 -0.8044
C -3.3115 2.0661 0.5425
C -3.0053 -0.0932 1.6063
C -3.4824 -0.5278 -3.3157
H -2.7951 2.3594 -1.8387
H -2.5793 1.7011 -3.4144
H -4.1271 2.4212 -2.9843
H -5.7106 -0.6445 -2.0515
H -5.8086 0.8960 -2.8662
H -5.7983 2.0944 -0.7453
H -6.9688 0.8007 -0.6436
H -5.5450 0.8935 1.3994
H -5.4427 -0.6449 0.5752
H -2.2393 2.2367 0.4258
H -3.5875 2.4225 1.5357
H -3.8416 2.7117 -0.1569
H -3.2761 -1.1431 1.7078
H -3.3227 0.3996 2.5259
H -1.9168 -0.0231 1.5520
H -2.4013 -0.6346 -3.4358
H -3.8855 -0.1260 -4.2473
H -3.9129 -1.5220 -3.1893
C -0.2467 7.7990 3.4662
C -0.0714 6.3054 3.0806
C 1.3529 6.0234 2.5641
C 1.6022 6.4109 1.1129
C 0.5143 5.8339 0.2169
C -0.8898 6.2494 0.6722
N -1.1331 5.9236 2.1099
O -1.3168 4.6251 2.2121
C -1.0633 7.7590 0.4058
C -1.9318 5.5909 -0.2451
C -0.1991 5.5573 4.4205
H -0.8755 8.3608 2.7809
H -0.7401 7.9038 4.4339
H 0.7134 8.3146 3.5307
H 1.5621 4.9526 2.6602
H 2.0821 6.5275 3.2027
H 1.6601 7.4984 1.0114
H 2.5747 6.0251 0.7968
H 0.6812 6.1558 -0.8141
H 0.5973 4.7418 0.2112
H -2.0332 8.1108 0.7639
H -1.0185 7.9607 -0.6657
H -0.2862 8.3749 0.8552
H -1.8424 4.5050 -0.2671
H -1.8044 5.9348 -1.2727
H -2.9478 5.8449 0.0638
H -1.2086 5.6423 4.8261
H 0.4938 5.9846 5.1474
H 0.0446 4.4985 4.3295
C -2.2764 -4.3025 7.0195
C -2.0443 -3.9505 5.5254
C -0.6365 -4.3743 5.0618
C 0.4853 -3.4173 5.4443
C 0.1239 -1.9935 5.0415
C -1.2178 -1.5494 5.6356
N -2.3178 -2.5028 5.3167
O -2.6456 -2.3277 4.0603
C -1.0478 -1.3869 7.1604
C -1.5432 -0.1322 5.1413
C -3.0365 -4.8548 4.7711
H -2.2963 -3.4387 7.6784
H -3.2466 -4.7793 7.1688
H -1.5138 -4.9869 7.3962
H -0.6326 -4.4669 3.9705
H -0.4077 -5.3713 5.4459
H 0.6965 -3.4826 6.5156
H 1.4055 -3.7155 4.9357
H 0.9158 -1.3105 5.3593
H 0.0883 -1.9296 3.9488
H -1.9955 -1.1213 7.6338
H -0.3389 -0.5863 7.3778
H -0.6530 -2.2734 7.6538
H -1.5620 -0.0642 4.0540
H -0.7851 0.5719 5.4875
H -2.5087 0.2040 5.5243
H -4.0690 -4.5736 4.9852
H -2.8978 -5.8919 5.0819
H -2.8901 -4.8216 3.6914
C 7.4566 -0.1501 -4.0796
C 7.3874 -1.5190 -3.3506
C 7.1699 -2.6747 -4.3477
C 5.7307 -2.8668 -4.8099
C 4.7944 -2.9246 -3.6095
C 4.9334 -1.6911 -2.7108
N 6.3436 -1.4565 -2.2923
O 6.6403 -2.3428 -1.3736
C 4.3656 -0.4707 -3.4647
C 4.0053 -1.8466 -1.4990
C 8.8036 -1.7063 -2.7757
H 6.5859 0.4799 -3.9187
H 8.2947 0.4492 -3.7199
H 7.5803 -0.2724 -5.1574
H 7.4949 -3.6123 -3.8843
H 7.8140 -2.5346 -5.2192
H 5.4395 -2.0684 -5.4992
H 5.6529 -3.7988 -5.3760
H 3.7609 -3.0185 -3.9536
H 5.0063 -3.8322 -3.0345
H 4.4914 0.4436 -2.8806
H 3.2960 -0.6008 -3.6416
H 4.8111 -0.3163 -4.4463
H 4.2015 -2.7582 -0.9351
H 2.9686 -1.8971 -1.8316
H 4.0975 -0.9972 -0.8194
H 9.0164 -0.9680 -2.0008
H 9.5419 -1.5841 -3.5702
H 8.9512 -2.6994 -2.3512
*
```

Mulliken atomic charge list, values in e, 8 entries: -1.30, 0.13, 0.05, -0.65, 0.04, 0.37, -0.25, 0.62

An isolated molecule of C4H6N2O at a distorted geometry, computed with ωB97M-V/def2-TZVPD.

max |F|	3.5	eV Å⁻¹
relative energy (zero: lowest compared OMol25 entry of this formula, charge and spin)	51.4	kcal/mol
LUMO	0.6	eV
SMILES string	Cc1[nH]ncc1O
energy	-9271.2724	eV
HOMO level	-8.50	eV

Structure (ORCA input):
```
! wB97M-V def2-TZVPD RIJCOSX def2/J DEFGRID3
* xyz 0 1
C -0.5799 -1.8878 0.7991
C -0.2675 -0.5084 0.2976
N -0.9070 0.5003 0.9033
N -0.5902 1.6785 0.3663
C 0.2898 1.4617 -0.5897
C 0.5521 0.1058 -0.5749
O 1.4957 -0.5653 -1.3272
H -1.3431 -2.1086 1.5200
H -0.7297 -2.6735 -0.0255
H 0.2356 -2.1499 1.5438
H -1.4012 0.3972 1.7829
H 0.7296 2.2818 -1.1645
H 1.0581 -1.5032 -1.5194
*
```

Mulliken atomic charge list, values in e, 8 entries: -1.31, 0.08, 0.32, -0.85, -0.62, 1.09, -0.59, 0.36

A cluster of 11 separate species, C41H114N10O11 in total at a distorted geometry, computed with ωB97M-V/def2-TZVPD.

max |F|	3.8	eV Å⁻¹
relative energy (zero: lowest compared OMol25 entry of this formula, charge and spin)	150.7	kcal/mol
LUMO	0.5	eV
SMILES string	COC[C@H](C)N.COC[C@H](C)N.COC[C@H](C)N.COC[C@H](C)N.COC[C@H](C)N.COC[C@H](C)N.COC[C@H](C)N.COC[C@H](C)N.COC[C@H](C)N.COC[C@H](C)N.CO
energy	-81777.0989	eV
HOMO level	-8.39	eV

Structure (ORCA input):
```
! wB97M-V def2-TZVPD RIJCOSX def2/J DEFGRID3
* xyz 0 1
C -1.5225 0.0373 3.7939
O -1.8886 -1.1206 4.5855
C -2.0591 -2.3698 3.8400
C -2.7501 -3.4219 4.7196
C -1.7520 -4.2081 5.6365
N -3.5115 -4.5287 4.0828
H -1.2587 0.9669 4.2982
H -2.3852 0.2969 3.1803
H -0.7387 -0.1796 3.0681
H -2.7029 -2.2733 2.9658
H -1.0788 -2.6739 3.4732
H -3.5131 -3.0768 5.4174
H -1.3411 -3.6528 6.4797
H -0.9431 -4.6781 5.0772
H -2.2141 -5.0934 6.0735
H -4.1719 -4.8925 4.7548
H -4.1289 -4.0849 3.4181
C -1.2709 7.0742 3.5734
O -1.1977 7.5012 4.9330
C -2.3465 7.1899 5.6769
C -2.7212 5.6638 5.9571
C -1.6244 4.8500 6.3827
N -3.2066 5.0615 4.7515
H -1.2185 5.9861 3.6114
H -0.3470 7.2603 3.0258
H -2.0646 7.5283 2.9801
H -2.2478 7.6948 6.6379
H -3.1746 7.6297 5.1211
H -3.4193 5.6877 6.7939
H -1.2585 5.1324 7.3698
H -0.7810 5.0459 5.7205
H -1.8407 3.7817 6.3792
H -3.9734 5.4870 4.2504
H -2.4293 4.9184 4.1227
C -0.0403 -4.2621 -9.1747
O 0.3459 -4.5842 -7.8165
C -0.5733 -4.1700 -6.7465
C 0.1089 -4.5372 -5.4019
C 0.2885 -6.0240 -5.3288
N -0.6455 -4.1032 -4.1975
H 0.8459 -3.8575 -9.6636
H -0.7420 -3.4442 -9.3385
H -0.4766 -5.0593 -9.7766
H -0.7347 -3.0925 -6.7803
H -1.4611 -4.7949 -6.8429
H 1.0518 -4.0262 -5.5968
H -0.6976 -6.3932 -5.6106
H 0.7030 -6.4873 -4.4335
H 0.9489 -6.3114 -6.1470
H -0.6661 -4.8959 -3.5720
H -0.2912 -3.3076 -3.6860
C -4.0264 0.7307 0.6273
O -3.6698 2.0071 0.0771
C -4.6640 2.9313 0.2736
C -4.0457 4.4084 0.0515
C -2.6983 4.4606 0.8334
N -4.9790 5.4738 0.4183
H -3.1716 0.0824 0.8201
H -4.7084 0.2897 -0.0996
H -4.5880 0.7550 1.5612
H -5.4624 2.7898 -0.4548
H -5.0381 3.0127 1.2941
H -3.9611 4.5094 -1.0305
H -2.9350 4.2239 1.8707
H -2.2921 5.4681 0.7433
H -1.9814 3.7331 0.4526
H -4.6288 6.3239 0.0003
H -5.8484 5.4394 -0.0945
C -0.5438 -4.0656 0.1014
O 0.7907 -4.5817 0.0355
C 1.7338 -3.8884 0.8405
C 3.1809 -4.2586 0.3809
C 4.3277 -3.5852 1.2411
N 3.3666 -3.8330 -1.0286
H -1.1522 -4.6862 -0.5565
H -0.4503 -3.0107 -0.1568
H -1.0319 -4.1347 1.0735
H 1.6796 -2.8021 0.7690
H 1.8069 -4.0549 1.9152
H 3.2271 -5.3471 0.4157
H 4.2530 -3.5783 2.3285
H 4.5022 -2.5339 1.0123
H 5.1927 -4.1741 0.9359
H 2.6076 -4.0311 -1.6648
H 4.2691 -4.0114 -1.4455
C -3.6999 -0.5698 -7.2307
O -2.8576 -0.6883 -6.1054
C -3.3219 -1.1108 -4.8456
C -2.2735 -0.6869 -3.7624
C -2.2707 0.7665 -3.5893
N -1.0468 -1.1591 -4.3288
H -4.6338 -0.0970 -6.9266
H -3.8900 -1.6222 -7.4414
H -3.1514 -0.0383 -8.0084
H -4.2448 -0.6340 -4.5153
H -3.4591 -2.1921 -4.8414
H -2.3665 -1.1737 -2.7916
H -3.2707 1.1975 -3.6392
H -1.6463 1.3387 -4.2754
H -2.0916 0.9772 -2.5350
H -0.9365 -0.8255 -5.2757
H -1.3027 -2.1167 -4.5229
C 2.5198 -1.5741 -4.6869
O 3.5509 -2.3260 -5.3713
C 3.8387 -3.5127 -4.7282
C 4.8668 -4.3439 -5.5895
C 5.2632 -5.7638 -5.1369
N 6.0934 -3.6961 -5.8091
H 2.8183 -1.1476 -3.7292
H 1.5815 -2.0763 -4.4516
H 2.3958 -0.6165 -5.1926
H 4.4523 -3.1829 -3.8898
H 2.9678 -4.1081 -4.4538
H 4.4376 -4.3811 -6.5907
H 5.8249 -6.3664 -5.8506
H 4.3894 -6.3550 -4.8629
H 5.8878 -5.7820 -4.2438
H 6.5403 -4.1072 -6.6162
H 5.6987 -2.8094 -6.0883
C 3.7370 3.8334 0.9661
O 2.7798 3.9599 1.9824
C 3.2692 3.4584 3.2298
C 2.2502 3.6372 4.4431
C 0.8154 3.1587 4.1185
N 2.1549 5.0807 4.7507
H 4.1228 2.8295 0.7886
H 4.6220 4.4690 0.9946
H 3.1574 3.9314 0.0483
H 3.5123 2.4069 3.0773
H 4.1440 4.0442 3.5120
H 2.4891 3.0301 5.3163
H 0.7063 2.1164 3.8191
H 0.3250 3.8455 3.4286
H 0.1556 3.2209 4.9839
H 1.7103 5.5291 3.9624
H 3.0792 5.4660 4.8828
C 2.8072 -0.4048 3.7593
O 3.5295 -1.4564 4.3145
C 3.3764 -1.5970 5.6831
C 3.6036 -2.9640 6.2709
C 2.5068 -3.9218 5.6761
N 3.6428 -3.1534 7.7249
H 3.0403 -0.3165 2.6982
H 2.9018 0.5677 4.2424
H 1.7670 -0.5834 4.0316
H 3.9625 -0.9345 6.3201
H 2.3521 -1.4259 6.0142
H 4.4964 -3.4268 5.8503
H 2.8774 -4.9384 5.8076
H 2.2393 -3.7232 4.6382
H 1.5814 -3.7637 6.2300
H 4.2102 -3.9544 7.9626
H 2.7054 -3.1992 8.0983
C -2.8829 4.4289 -4.4871
O -1.5856 4.3723 -3.9527
C -1.5010 4.4850 -2.6006
C -0.0118 4.4520 -2.2402
C 0.6167 3.0667 -2.0580
N 0.1551 5.1618 -1.0055
H -3.4961 3.5572 -4.2584
H -2.8056 4.3397 -5.5707
H -3.4840 5.2460 -4.0882
H -1.9807 5.3862 -2.2187
H -2.0606 3.6804 -2.1237
H 0.6307 4.9363 -2.9755
H 1.4110 3.0089 -1.3139
H 0.9051 2.7091 -3.0465
H -0.1069 2.3943 -1.5972
H 1.0935 5.5142 -0.8814
H -0.5209 5.8884 -1.1930
C 0.2246 0.3369 0.2956
O -0.6715 1.2039 0.9104
H 0.4408 -0.5197 0.9340
H -0.1705 0.0217 -0.6702
H 1.1442 0.9136 0.1972
H -0.5812 2.1275 0.6642
*
```

Mulliken atomic charge list, values in e, 8 entries: 0.04, -0.52, 0.07, 0.39, -1.52, -0.81, 0.21, 0.17

The ion C4H6N3 with charge +1 at a distorted geometry, computed with ωB97M-V/def2-TZVPD.

max |F|	6.5	eV Å⁻¹
relative energy (zero: lowest compared OMol25 entry of this formula, charge and spin)	74.3	kcal/mol
LUMO (alpha / beta)	-5.0 / -9.0	eV
energy	-8700.4402	eV
expectation value of S²	2.023
HOMO level (alpha / beta)	-12.57 / -14.54	eV

Structure (ORCA input):
```
! wB97M-V def2-TZVPD RIJCOSX def2/J DEFGRID3
* xyz 1 3
C 0.1324 0.2124 -0.1087
C -0.5161 1.6264 -0.4002
C 0.6339 -2.3644 -0.1672
C 0.5618 -1.2383 -0.8060
N -0.3223 -0.0147 1.1618
N -1.0381 1.9481 0.7466
N -0.9156 0.9140 1.6842
H 1.2948 0.5192 -0.1358
H 0.5292 -2.3318 0.8912
H 0.8962 -3.0977 -0.7883
H -1.4840 2.7631 1.1328
H 0.7935 -1.2317 -1.9196
H -0.5658 2.2954 -1.2909
*
```

Mulliken atomic charge list, values in e, 8 entries: 0.30, -0.21, -0.81, -0.19, 0.36, 0.28, -0.54, 0.22

A structure of composition C17H31O3RuSSi3 at a distorted geometry, computed with ωB97M-V/def2-TZVPD.

max |F|	5.9	eV Å⁻¹
relative energy (zero: lowest compared OMol25 entry of this formula, charge and spin)	32.3	kcal/mol
LUMO (alpha / beta)	-3.3 / -6.5	eV
energy	-61316.8021	eV
expectation value of S²	6.041
HOMO level (alpha / beta)	-11.80 / -12.32	eV

Structure (ORCA input):
```
! wB97M-V def2-TZVPD RIJCOSX def2/J DEFGRID3
* xyz 1 5
Ru -1.1786 -0.0883 -0.1754
C -2.8033 3.4879 -0.8191
O -1.9098 2.4190 -0.5250
Si -0.3599 2.2633 -1.2691
C 0.7635 3.7156 -0.9157
C -0.7716 2.4981 -3.0917
C 0.3871 0.7253 -0.4863
Si 1.8001 1.0793 0.8070
C 3.3206 1.8217 -0.0851
C 2.4515 -0.6684 1.2772
C 1.0806 2.0165 2.3086
Si 0.5389 -0.7674 -1.6144
C -1.2296 -0.8523 -2.3464
C 1.7720 -0.3337 -2.9607
C 0.6323 -2.6144 -1.1548
H -3.5378 3.3670 -0.0086
H -3.2570 3.3468 -1.7936
H -2.2548 4.4396 -0.6668
H 0.1739 4.5125 -1.4232
H 1.7361 3.5353 -1.3913
H 0.9152 3.8571 0.1750
H -0.7623 3.6130 -3.2095
H -1.7196 2.1535 -3.4567
H 0.0587 2.0643 -3.7829
H 4.2287 1.1829 -0.0869
H 3.5600 2.8232 0.4387
H 3.0946 1.9295 -1.1754
H 2.9190 -1.0598 0.3306
H 1.5482 -1.2062 1.5725
H 3.1823 -0.6440 2.0994
H 0.2968 2.7539 1.9585
H 1.7365 2.5973 2.9525
H 0.4247 1.3645 2.9495
H -1.0561 -0.2843 -3.3133
H -2.1067 -0.4061 -1.9832
H -1.5216 -1.8575 -2.5252
H 1.4454 0.6092 -3.4417
H 1.8205 -1.0352 -3.7763
H 2.7727 -0.2374 -2.6099
H 0.9324 -2.9277 -0.1577
H 1.3099 -3.0906 -1.8232
H -0.3457 -3.0178 -1.4655
O -0.7384 -0.3655 3.8992
C -0.9917 -0.7762 2.7558
O -1.2403 0.0818 1.7568
C -1.0650 -2.2511 2.4670
C -0.7175 -3.0501 3.5660
C -1.0362 -4.3642 3.7453
C -1.8241 -4.9901 2.7496
C -2.1942 -4.2349 1.6315
C -1.7405 -2.8926 1.3643
S -2.5796 -2.0680 0.0791
H -0.1910 -2.5549 4.3924
H -0.6966 -4.9244 4.6169
H -2.1402 -6.0170 2.7294
H -2.9326 -4.6783 0.9115
*
```

Mulliken atomic charge list, values in e, 8 entries: -0.36, -0.88, -0.33, 0.38, -1.07, -1.21, 1.70, 0.52

A cluster of 2 separate species, C2H10NS2 in total at a distorted geometry, computed with ωB97M-V/def2-TZVPD.

max |F|	1.4	eV Å⁻¹
relative energy (zero: lowest compared OMol25 entry of this formula, charge and spin)	10.5	kcal/mol
LUMO	-3.5	eV
energy	-25390.0612	eV
HOMO level	-13.32	eV

Structure (ORCA input):
```
! wB97M-V def2-TZVPD RIJCOSX def2/J DEFGRID3
* xyz 1 1
C -0.9693 1.8077 -1.1170
N -1.6454 0.7492 -0.2897
H -1.6845 2.1019 -1.8852
H -0.1047 1.4040 -1.6328
H -0.7146 2.6850 -0.5349
H -2.2470 1.1209 0.4464
H -2.3102 0.3055 -0.9282
H -0.9384 0.0150 0.0427
C 1.8553 -1.0986 1.7333
S 0.2742 -1.4432 0.8454
S 1.0272 -1.6225 -1.1521
H 2.5451 -1.8352 1.3292
H 2.2319 -0.1327 1.3982
H 1.8170 -1.1176 2.8152
H 0.8634 -2.9396 -1.0705
*
```

Mulliken atomic charge list, values in e, 8 entries: -0.68, -0.17, 0.34, 0.26, 0.31, 0.35, 0.40, 0.09

A cluster of 2 separate species, C5H12N3O in total at a distorted geometry, computed with ωB97M-V/def2-TZVPD.

max |F|	4.8	eV Å⁻¹
relative energy (zero: lowest compared OMol25 entry of this formula, charge and spin)	141.3	kcal/mol
LUMO	-4.2	eV
energy	-11886.0332	eV
HOMO level	-12.51	eV

Structure (ORCA input):
```
! wB97M-V def2-TZVPD RIJCOSX def2/J DEFGRID3
* xyz 1 1
C 2.8733 -0.4224 -0.2210
C 1.3988 -0.1685 -0.0926
C 1.4862 2.7021 0.3059
C -1.9459 -2.2269 0.6266
C -2.6130 -0.8318 -0.9623
N 0.3581 0.5448 0.0869
N 0.3019 1.8940 0.4296
N -1.8568 -0.9554 0.0557
O 1.7588 -1.4284 -0.3255
H 3.3019 -0.4913 -1.2149
H 3.3681 -0.5922 0.7193
H 1.1863 3.7641 0.5187
H 1.8207 2.6127 -0.6883
H 2.2129 2.5013 1.0026
H -1.3393 -2.8562 0.1333
H -1.7161 -2.2543 1.7510
H -2.9624 -2.5839 0.3857
H -0.4160 2.3971 0.0009
H -2.8637 0.1458 -1.5439
H -3.3503 -1.5785 -1.1469
H -1.0036 -0.1720 0.1792
*
```

Mulliken atomic charge list, values in e, 8 entries: -0.05, 0.33, -0.95, -0.85, -0.16, -0.28, -0.38, 0.09

A cluster of 2 separate species, C5H11O2 in total at a distorted geometry, computed with ωB97M-V/def2-TZVPD.

max |F|	5.1	eV Å⁻¹
relative energy (zero: lowest compared OMol25 entry of this formula, charge and spin)	29.9	kcal/mol
LUMO	3.7	eV
energy	-9458.7315	eV
HOMO level	-3.66	eV

Structure (ORCA input):
```
! wB97M-V def2-TZVPD RIJCOSX def2/J DEFGRID3
* xyz -1 1
C 2.0445 -0.8638 0.4392
C 1.6256 -0.9361 2.0387
O 2.4321 -0.2173 2.7594
O 0.6350 -1.5769 2.3095
H 1.4461 -0.2362 -0.1935
H 1.8597 -1.8887 0.1141
H 3.0573 -0.4723 0.3036
C -1.6337 0.9370 -0.5608
C -0.3548 1.3970 -1.2457
C -1.7168 -0.5117 -0.2710
H -1.8558 1.5104 0.3457
H -2.4958 1.1045 -1.2688
H 0.0505 1.0235 -2.3449
H 0.4806 1.2003 -0.5599
H -1.7582 -1.2024 -1.0338
H -0.8284 -0.8390 0.2465
H -0.4342 2.4892 -1.4368
H -2.5538 -0.9174 0.3585
*
```

Mulliken atomic charge list, values in e, 8 entries: -0.84, 0.64, -0.75, -0.64, -0.05, 0.30, 0.27, 0.02